[1]
The following is a DFT calculation (ωB97M-V/def2-TZVPD) of a structure of composition C4H6O2Tm in a non-equilibrium geometry.

Calculated values
energy above the lowest of the compared OMol25 structures with the same formula, charge and spin = 1.6882 eV
LUMO energy (alpha / beta) = -0.5234 / -0.5791 Eh
expectation value of S² = 2.0158
frontier orbital gap (alpha / beta) = 7.743 / 5.363 eV

ORCA input file:
```
! RIJCOSX wB97M-V def2-TZVPD def2/J DEFGRID3
* xyz 3 3
C -0.4616 -0.6832 -0.4894
O -0.2394 -1.6589 -1.2965
H -1.5284 -0.6128 -0.2404
H 0.6468 -1.7132 -1.6930
C -0.6820 1.6545 -0.1889
C 0.5930 1.1850 -0.0495
C 0.5958 -0.2475 0.4615
O 0.3480 -0.6678 1.6932
Tm 0.0671 -2.6554 2.6953
H -0.8727 2.7055 0.0383
H -1.6567 1.2649 -0.4818
H 1.4150 1.5575 -0.6645
H 1.7749 -0.1286 0.2158
*
```

***

[2]
The following is a DFT calculation (ωB97M-V/def2-TZVPD) of a structure of composition C4H6O2Y in a non-equilibrium geometry.

Calculated values
energy above the lowest of the compared OMol25 structures with the same formula, charge and spin = 0.0000 eV
LUMO energy (alpha / beta) = -0.3655 / -0.3680 Eh
expectation value of S² = 0.7666
frontier orbital gap (alpha / beta) = 7.154 / 7.683 eV

ORCA input file:
```
! RIJCOSX wB97M-V def2-TZVPD def2/J DEFGRID3
* xyz 2 2
O -2.7030 -1.6882 -1.0144
C -2.6927 -0.4319 -0.8313
H -3.5450 -2.0568 -1.3409
H -3.6582 0.0441 -1.0828
C 1.2257 -0.6078 1.0740
C 2.2878 0.1495 0.6417
C 2.3424 1.6404 0.6658
O 1.3464 1.5792 -0.3076
Y -0.6164 0.7133 -0.0747
H 3.2239 -0.3536 0.3559
H 1.2021 -1.6575 1.3707
H 3.2700 2.0039 0.1945
H 2.1565 2.0886 1.6541
*
```

***

[3]
The following is a DFT calculation (ωB97M-V/def2-TZVPD) of a structure of composition C4H6O3Zn in a non-equilibrium geometry.

Calculated values
energy above the lowest of the compared OMol25 structures with the same formula, charge and spin = 7.2211 eV
LUMO energy (alpha / beta) = 0.1145 / 0.0877 Eh
expectation value of S² = 0.7828
frontier orbital gap (alpha / beta) = 5.099 / 4.348 eV

ORCA input file:
```
! RIJCOSX wB97M-V def2-TZVPD def2/J DEFGRID3
* xyz -1 2
H 1.0434 -1.5680 0.4275
C 0.8989 -0.7965 1.1958
C -0.3143 -0.1563 1.2024
H -1.2144 -0.7711 1.2800
H 0.0138 -0.1801 2.4223
O 2.1527 -0.2418 1.4161
O 2.2744 0.2721 2.7520
Zn 2.4888 2.0154 2.0537
C -1.7356 0.2070 -1.8864
C -0.6504 0.1271 -1.1217
O -1.7552 0.4013 -3.2491
H -2.7444 0.0276 -1.4984
H 0.4031 0.1264 -1.4133
H -0.8609 0.5368 -3.5808
*
```

***

[4]
The following is a DFT calculation (ωB97M-V/def2-TZVPD) of a structure of composition C4H6O4 in a non-equilibrium geometry.

Calculated values
energy above the lowest of the compared OMol25 structures with the same formula, charge and spin = 4.1308 eV
LUMO energy = 0.0236 Eh
frontier orbital gap = 9.865 eV

ORCA input file:
```
! RIJCOSX wB97M-V def2-TZVPD def2/J DEFGRID3
* xyz 0 1
C -0.2753 0.0411 -0.3955
C 0.7607 0.4709 -1.4020
C -0.5072 0.6998 1.4582
C 0.5366 -1.1016 0.8760
O -0.9062 1.1509 0.2186
O -1.2079 -0.8271 -0.9090
O -0.9126 -0.2755 2.1150
O 1.6473 -1.0582 1.2725
H -2.0707 -0.3930 -0.9642
H 0.0411 1.5164 1.9452
H -0.1434 -1.9428 0.7335
H 1.5960 0.9396 -0.8861
H 0.3207 1.1753 -2.1092
H 1.1208 -0.3957 -1.9531
*
```

***

[5]
The following is a DFT calculation (ωB97M-V/def2-TZVPD) of a structure of composition C4H6O7Zn in a non-equilibrium geometry.

Calculated values
LUMO energy (alpha / beta) = -0.1226 / -0.2025 Eh
expectation value of S² = 0.7512
frontier orbital gap (alpha / beta) = 9.163 / 9.610 eV

ORCA input file:
```
! RIJCOSX wB97M-V def2-TZVPD def2/J DEFGRID3
* xyz 1 2
O -1.0256 -1.7073 0.3650
C -0.9580 -0.3741 0.6745
C -1.2995 0.5189 -0.5144
O -2.6821 0.3285 -0.8408
C -3.4526 0.3499 0.2190
O -2.9882 -0.0758 1.2832
O -4.7108 0.4557 -0.0812
H -1.0969 -2.2558 1.1560
H -0.9057 0.0127 1.6953
H -0.7442 0.2273 -1.4117
H -1.1372 1.5712 -0.2648
H -5.2563 -0.1365 0.4578
O 2.0513 0.1569 -1.2060
C 1.7979 -0.6158 -0.1812
O 0.9201 -0.2802 0.7090
O 2.5340 -1.5883 0.0476
Zn 2.4423 -1.9636 1.9081
H 1.4463 0.9280 -1.2098
*
```

***

[6]
The following is a DFT calculation (ωB97M-V/def2-TZVPD) of an isolated molecule of C4H6OS in a non-equilibrium geometry.

Calculated values
energy above the lowest of the compared OMol25 structures with the same formula, charge and spin = 3.0897 eV
LUMO energy = -0.0213 Eh
frontier orbital gap = 8.569 eV
SMILES string = C=C[C@H](O)C=S

ORCA input file:
```
! RIJCOSX wB97M-V def2-TZVPD def2/J DEFGRID3
* xyz 0 1
C 0.2376 0.5229 0.2476
C -0.6938 -0.0729 -0.6548
C -1.8954 -0.4811 -0.1652
C 1.3487 -0.5015 0.2465
H 1.6788 1.9010 0.1086
H -0.1204 0.2476 1.3444
H -0.4038 -0.1839 -1.7049
H -2.2043 -0.3981 0.8643
H -2.5208 -1.1798 -0.7168
H 1.1158 -1.3368 0.9317
O 0.5872 1.7398 -0.2082
S 2.8704 -0.2573 -0.2932
*
```

***

[7]
The following is a DFT calculation (ωB97M-V/def2-TZVPD) of an isolated molecule of C4H6OS in a non-equilibrium geometry.

Calculated values
energy above the lowest of the compared OMol25 structures with the same formula, charge and spin = 3.0575 eV
LUMO energy = -0.0118 Eh
frontier orbital gap = 8.384 eV
SMILES string = C=COCC=S

ORCA input file:
```
! RIJCOSX wB97M-V def2-TZVPD def2/J DEFGRID3
* xyz 0 1
C 0.4109 0.8869 -0.0564
C 1.6673 1.3979 -0.0434
C -0.8693 -0.9494 0.4699
C -0.2243 -2.3575 0.5124
O -0.1211 0.0773 0.9708
S 0.4734 -2.8895 1.8547
H 2.1201 1.9335 -0.8271
H 2.2102 1.0829 0.8487
H -1.3158 -0.6972 -0.5451
H -1.7845 -1.1689 1.1542
H -0.2322 1.2637 -0.7641
H -0.0957 -3.0630 -0.2843
*
```

***

[8]
The following is a DFT calculation (ωB97M-V/def2-TZVPD) of an isolated molecule of C4H6OS in a non-equilibrium geometry.

Calculated values
energy above the lowest of the compared OMol25 structures with the same formula, charge and spin = 1.9517 eV
LUMO energy = 0.0198 Eh
frontier orbital gap = 9.948 eV
SMILES string = C=C[C@H](S)C=O

ORCA input file:
```
! RIJCOSX wB97M-V def2-TZVPD def2/J DEFGRID3
* xyz 0 1
C 0.0913 0.0669 -0.0884
C 1.4438 -0.2801 0.4347
C 2.5374 -0.0435 -0.3127
C -0.7622 -1.1775 -0.2136
H -1.7505 1.3323 -0.3896
H 0.4084 0.4271 -1.1364
H 1.4754 -0.5458 1.4292
H 3.5699 -0.1504 0.1283
H 2.3403 0.4831 -1.2539
H -0.7994 -1.7474 0.7174
O -1.3272 -1.6164 -1.1513
S -0.9055 1.3586 0.6747
*
```

***

[9]
The following is a DFT calculation (ωB97M-V/def2-TZVPD) of an isolated molecule of C4H6OS in a non-equilibrium geometry.

Calculated values
energy above the lowest of the compared OMol25 structures with the same formula, charge and spin = 2.1240 eV
LUMO energy = 0.0237 Eh
frontier orbital gap = 10.080 eV
SMILES string = C=CCC(=O)S

ORCA input file:
```
! RIJCOSX wB97M-V def2-TZVPD def2/J DEFGRID3
* xyz 0 1
C -1.2787 0.7390 0.0635
C -0.2730 -0.2599 0.5662
C 1.1083 0.3900 0.1923
C 1.9746 -0.1428 -0.7590
H -2.7993 -1.0939 0.4661
H -0.5314 -1.2590 0.1505
H -0.3510 -0.5042 1.5993
H 1.3849 1.3237 0.7220
H 1.6613 -0.9651 -1.6186
H 3.0594 0.0164 -0.6831
O -1.1148 1.8619 -0.2935
S -2.8404 -0.1062 -0.4055
*
```

***

[10]
The following is a DFT calculation (ωB97M-V/def2-TZVPD) of an isolated molecule of C4H6OS2 in a non-equilibrium geometry.

Calculated values
energy above the lowest of the compared OMol25 structures with the same formula, charge and spin = 2.9268 eV
LUMO energy = -0.0806 Eh
frontier orbital gap = 6.754 eV
SMILES string = CCC(=S)C(O)=S

ORCA input file:
```
! RIJCOSX wB97M-V def2-TZVPD def2/J DEFGRID3
* xyz 0 1
C 1.4072 -2.1534 0.5981
C 1.0560 -1.1340 -0.3955
C 0.3970 0.1295 0.0201
C -0.9766 0.5281 0.0605
H 2.2380 -2.0660 1.3916
H 0.5043 -2.6394 1.0799
H 1.7630 -2.9511 -0.0250
H 2.0939 -0.8635 -0.9371
H 0.4723 -1.6582 -1.2151
H -0.5035 2.1461 0.9406
O -1.2696 1.8542 0.1539
S 1.6337 1.1852 0.2095
S -2.1158 -0.6241 -0.4698
*
```

***

[11]
The following is a DFT calculation (ωB97M-V/def2-TZVPD) of an isolated molecule of C4H6OS2 in a non-equilibrium geometry.

Calculated values
energy above the lowest of the compared OMol25 structures with the same formula, charge and spin = 1.0870 eV
LUMO energy = -0.0087 Eh
frontier orbital gap = 8.510 eV
SMILES string = CC(=O)C1(C)SS1

ORCA input file:
```
! RIJCOSX wB97M-V def2-TZVPD def2/J DEFGRID3
* xyz 0 1
C -0.2284 -0.6845 -0.1617
C 0.1403 0.7122 -0.2719
C -1.6793 -0.9336 0.0777
C 1.6208 1.0285 -0.6424
O 0.5701 -1.5779 -0.1568
S -0.5713 1.7899 0.9305
S -1.0657 1.8376 -1.0480
H -1.9752 -1.9493 0.4729
H -2.2799 -0.6981 -0.7210
H -1.8884 -0.1927 0.8944
H 1.6428 2.1303 -1.0675
H 1.9910 0.3731 -1.4104
H 2.2138 0.9000 0.2671
*
```

***

[12]
The following is a DFT calculation (ωB97M-V/def2-TZVPD) of a cluster of 2 separate species, C4H6OS2 in total in a non-equilibrium geometry.

Calculated values
energy above the lowest of the compared OMol25 structures with the same formula, charge and spin = 4.7147 eV
LUMO energy = -0.0064 Eh
frontier orbital gap = 7.433 eV

ORCA input file:
```
! RIJCOSX wB97M-V def2-TZVPD def2/J DEFGRID3
* xyz 0 1
C 0.0263 -1.2543 0.2023
C -2.0029 -0.1195 0.2269
C 0.6667 -1.0896 -1.1794
C -0.8882 1.6862 1.3047
O -2.0112 1.0215 0.8490
S 0.4212 -2.3165 1.3237
S -3.1161 -1.0252 -0.4659
H -0.1246 -1.5287 -1.9122
H 1.6464 -1.3914 -1.1953
H 0.5632 0.0375 -1.1855
H -0.4780 2.3922 0.4938
H -0.1238 0.8319 1.3721
H -0.9674 2.2555 2.2456
*
```

***

[13]
The following is a DFT calculation (ωB97M-V/def2-TZVPD) of an isolated molecule of C4H6OS3 in a non-equilibrium geometry.

Calculated values
energy above the lowest of the compared OMol25 structures with the same formula, charge and spin = 0.5903 eV
LUMO energy = -0.0285 Eh
frontier orbital gap = 8.215 eV
SMILES string = CCSC(=S)C(=O)S

ORCA input file:
```
! RIJCOSX wB97M-V def2-TZVPD def2/J DEFGRID3
* xyz 0 1
C -0.9911 2.3497 0.2708
C -0.2216 1.0972 -0.1649
C 0.7527 -1.4681 0.7910
C 0.9945 -1.6334 -0.7282
H -1.4073 2.9559 -0.5406
H -0.3962 3.0071 0.9269
H -1.8540 1.9678 0.8027
H 0.8814 1.3437 -0.3593
H -0.7369 0.5438 -0.9546
H 0.0116 -3.6943 -0.3152
O 1.4671 -0.7939 -1.3639
S -0.0674 0.0000 1.3359
S 1.2868 -2.5747 1.7883
S 0.2805 -3.1007 -1.4889
*
```